ORCA calculation (the ωB97M-V functional and the def2-TZVPD basis) on a molecular structure, C10H8ClIN2OP at a distorted geometry.

```
24
Properties=species:S:1:pos:R:3:forces:R:3:mulliken_charge:R:1
N 1.765 1.751 2.711 -2.21 -3.45 -5.56 -0.529
C 1.391 1.172 1.708 1.98 2.84 2.17 0.192
C 1.051 0.699 0.190 -1.06 -0.11 0.47 0.269
C -0.413 0.028 0.175 -3.69 -1.11 0.50 0.245
C -0.829 -1.241 -0.627 -1.98 1.37 1.39 -0.109
C -2.301 -1.796 -0.610 1.35 4.13 2.45 -0.583
C -3.381 -1.006 0.243 4.03 -0.36 0.33 -0.230
C -3.005 0.276 1.093 3.70 -2.06 -2.79 -0.648
C -1.524 0.772 1.034 -1.55 -2.54 -1.57 -0.408
C 2.212 -0.215 -0.445 -0.47 -1.40 0.89 0.109
C 2.836 -1.254 0.633 1.87 -1.81 0.90 0.187
N 3.420 -2.056 1.317 -3.01 4.06 -3.33 -0.502
P 3.704 0.811 -1.132 1.10 0.97 1.11 0.165
O 3.243 2.448 -1.367 -0.70 -1.46 0.69 -0.521
I 4.160 -0.105 -3.405 -0.68 0.40 0.44 -0.077
H 0.971 1.641 -0.487 0.31 -1.38 1.46 0.367
H -0.060 -1.807 -1.279 -1.29 1.06 1.25 0.054
H -2.569 -2.735 -1.216 0.43 1.76 1.14 0.314
H -4.489 -1.404 0.237 2.47 0.69 0.32 0.238
H -3.794 0.838 1.694 1.27 -1.01 -1.07 0.321
H -1.275 1.725 1.629 -0.17 -1.70 -1.04 0.188
H 1.817 -0.873 -1.303 0.27 1.08 1.47 0.383
H 3.004 2.872 -0.499 0.40 -0.67 -0.99 0.357
Cl -5.934 -0.540 -0.295 -2.34 0.70 -0.62 -0.783
```
Positions in Å, forces in eV/Å.

Values from the calculation:
* charge: -1
* HOMO: -4.132 eV
* calculated total energy: -45434.8260 eV
* largest force on an atom: 6.9 eV/A

***

ORCA calculation (the ωB97M-V functional and the def2-TZVPD basis) on C3H2O3 in the gas phase.

```
8
Properties=species:S:1:pos:R:3:forces:R:3:mulliken_charge:R:1
O -2.555 0.874 0.186 0.53 0.06 0.19 -0.421
C -1.473 0.699 0.698 -0.49 -0.07 -0.16 0.209
C -0.521 -0.305 0.159 0.19 0.20 -0.10 -0.287
O 0.524 0.288 -0.357 -0.38 -0.10 0.29 -0.131
C 1.510 -0.685 -0.707 0.86 -0.11 0.07 0.336
O 2.642 -0.506 -0.427 -0.69 -0.03 -0.28 -0.364
H -1.170 1.177 1.656 -0.04 -0.01 -0.08 0.299
H 1.044 -1.542 -1.208 0.03 0.06 0.08 0.357
```
Positions in Å, forces in eV/Å.

Values from the calculation:
* charge: 0
* HOMO: -9.702 eV
* calculated total energy: -9282.0156 eV
* energy relative to the best compared isomer or geometry (same formula, charge and spin): 80.96 kcal/mol
* largest force on an atom: 0.9 eV/A

***

ORCA calculation (the ωB97M-V functional and the def2-TZVPD basis) on C5H8N2 in the gas phase.

```
15
Properties=species:S:1:pos:R:3:forces:R:3:mulliken_charge:R:1
C -2.288 0.036 -0.383 -0.09 -0.03 0.03 -0.803
N -0.830 0.201 -0.531 -0.16 -0.02 -0.12 0.358
C 0.001 -0.889 0.038 0.16 -0.01 -0.21 -0.814
C 1.209 -0.217 0.402 0.02 0.03 -0.02 0.824
C 2.504 -0.579 0.548 -0.02 -0.04 0.02 -1.110
C 0.760 1.175 0.573 -0.17 0.21 -0.11 -0.093
N -0.385 1.461 0.072 0.40 -0.14 0.18 -0.817
H -2.795 0.877 -0.863 0.06 -0.09 0.10 0.313
H -2.512 -0.013 0.681 0.05 0.01 -0.11 0.342
H -2.562 -0.905 -0.864 0.01 0.13 0.09 0.323
H -0.007 -1.777 -0.587 0.01 0.08 0.03 0.192
H -0.648 0.360 -1.532 -0.01 -0.06 0.08 0.360
H 2.830 -1.588 0.317 -0.02 0.13 0.09 0.267
H 3.255 0.127 0.886 -0.16 -0.06 0.02 0.249
H 1.324 1.971 1.054 -0.05 -0.14 -0.08 0.409
```
Positions in Å, forces in eV/Å.

Values from the calculation:
* charge: 0
* HOMO: -6.526 eV
* calculated total energy: -8291.0815 eV
* energy relative to the best compared isomer or geometry (same formula, charge and spin): 90.28 kcal/mol
* largest force on an atom: 0.5 eV/A

***

ORCA calculation (the ωB97M-V functional and the def2-TZVPD basis) on a molecular structure, C50H45N8OPRuTe at a distorted geometry.

```
107
Properties=species:S:1:pos:R:3:forces:R:3:mulliken_charge:R:1
Ru 0.090 -0.356 -0.066 2.44 -0.70 -2.30 0.070
C -4.542 2.053 0.671 0.52 -1.20 0.50 -0.938
N -3.133 1.843 0.221 1.48 0.65 -0.05 0.602
C -2.156 1.012 0.777 0.36 1.24 -1.28 -0.348
N -0.935 1.351 0.295 -2.57 2.60 -0.44 0.109
C -1.108 2.426 -0.631 0.97 -0.87 0.95 -0.078
C -2.431 2.739 -0.656 -0.64 -0.73 0.58 0.641
C -3.182 3.706 -1.466 -0.59 0.28 -0.32 -0.303
C -3.245 3.575 -2.869 -0.16 -0.19 0.82 -0.339
C -4.159 4.329 -3.574 0.02 0.08 -0.95 -0.688
C -4.972 5.246 -2.937 -0.49 0.26 0.02 -0.454
C -4.857 5.451 -1.568 -0.04 0.39 0.23 -0.764
C -3.959 4.690 -0.830 0.42 -0.13 -0.22 -0.557
C 0.090 2.997 -1.337 0.81 0.23 -0.49 1.052
C 1.402 2.466 -1.126 -0.78 -0.32 0.51 0.547
C 2.517 3.013 -1.744 -0.25 0.58 0.14 -1.000
C 2.378 4.184 -2.459 0.31 0.73 -1.10 -0.496
C 1.123 4.709 -2.779 -0.09 -1.05 0.98 -1.128
C -0.006 4.074 -2.275 -0.43 -0.76 0.90 -0.349
P -2.349 -0.451 1.865 0.34 -0.25 1.39 -0.202
C -0.595 -0.283 2.677 0.67 0.38 -1.28 -0.581
N 0.567 -0.379 1.992 0.92 0.04 3.01 0.477
C 1.632 0.066 2.869 -1.47 -0.35 -0.47 -1.190
C 1.027 0.497 4.039 -0.24 -0.38 -1.42 0.361
N -0.376 0.317 3.875 2.07 -0.23 0.62 0.375
C -1.226 0.295 5.036 -2.30 -0.87 -0.03 -1.113
C 1.633 1.050 5.261 -0.32 1.20 -0.12 0.070
C 2.734 0.468 5.879 -0.17 -0.33 0.12 -0.119
C 3.220 0.984 7.081 0.69 -0.61 -0.55 -0.702
C 2.635 2.118 7.604 0.12 -0.15 1.57 -0.366
C 1.552 2.728 6.995 0.47 0.06 -0.26 -0.643
C 1.113 2.269 5.775 0.02 -0.94 -0.13 -0.381
C 3.111 -0.081 2.585 0.68 -0.31 0.06 1.108
C 4.088 0.889 2.955 -0.85 0.28 -0.30 -0.090
C 5.450 0.683 2.727 0.13 0.22 0.18 -0.712
C 5.890 -0.540 2.214 -0.01 0.47 0.12 -0.528
C 4.963 -1.504 1.854 0.23 -0.51 -0.31 -0.550
C 3.601 -1.289 2.023 -0.58 0.95 0.02 -0.194
C -2.152 -1.961 0.759 0.82 0.22 -2.26 -0.056
N -0.950 -2.201 0.193 -1.47 -2.16 -1.16 -0.430
C -1.150 -3.059 -0.969 -0.10 0.86 1.83 -0.463
C -2.508 -3.235 -1.105 0.19 0.78 -0.01 0.426
N -3.147 -2.517 -0.054 1.78 -0.88 -0.29 0.517
C -4.540 -2.711 0.274 -0.56 0.79 1.25 -0.959
C -3.311 -3.878 -2.203 0.08 -0.36 0.47 -0.535
C -3.975 -5.094 -1.922 0.43 0.87 0.27 -0.240
C -4.870 -5.615 -2.833 0.06 -1.05 0.42 -0.656
C -5.121 -4.975 -4.031 -0.39 -0.13 -0.50 -0.399
C -4.416 -3.829 -4.364 0.96 0.33 0.11 -0.738
C -3.451 -3.308 -3.478 -0.78 0.28 0.03 0.037
C 0.030 -3.589 -1.707 0.79 -0.57 -0.79 1.167
C -0.072 -4.418 -2.897 -0.60 0.99 1.55 -0.220
C 1.042 -4.967 -3.493 0.46 0.52 0.39 -1.059
C 2.310 -4.692 -2.951 -0.28 -0.19 -0.99 -0.488
C 2.460 -3.822 -1.898 0.32 0.12 0.38 -0.620
C 1.337 -3.280 -1.260 -0.13 -0.16 0.32 0.308
H -4.609 1.604 1.688 -0.02 0.57 -0.59 0.397
H -5.220 1.473 0.040 0.07 0.25 -0.11 0.294
H -4.830 3.116 0.663 0.33 -0.73 0.09 0.431
H -2.615 2.871 -3.399 0.00 -0.16 0.19 0.582
H -4.244 4.210 -4.662 0.09 0.01 0.54 0.390
H -5.712 5.794 -3.524 0.28 -0.06 0.26 0.389
H -5.455 6.227 -1.080 0.20 -0.34 -0.16 0.387
H -3.809 4.856 0.243 -0.20 0.01 -0.42 0.671
H 1.622 1.601 -0.477 -0.47 0.56 -0.23 0.206
H 3.527 2.630 -1.634 -0.31 -0.28 0.30 0.401
H 3.286 4.660 -2.846 -0.39 -0.07 0.08 0.372
H 0.978 5.599 -3.352 0.21 0.31 -0.44 0.469
H -0.997 4.396 -2.593 0.39 0.19 0.26 0.301
H -0.684 0.412 5.973 0.05 0.06 -0.37 0.467
H -1.765 -0.687 5.043 0.52 0.69 0.21 0.377
H -2.030 1.044 4.948 0.46 -0.01 0.20 0.299
H 3.216 -0.398 5.431 -0.25 0.03 0.14 0.497
H 4.069 0.447 7.555 -0.71 0.72 -0.22 0.367
H 2.966 2.481 8.585 -0.07 -0.06 -0.49 0.350
H 1.083 3.569 7.468 -0.05 0.40 0.02 0.436
H 0.364 2.836 5.234 -0.17 -0.28 -0.01 0.490
H 3.773 1.861 3.376 0.07 -0.65 -0.24 0.480
H 6.183 1.490 2.948 -0.71 -0.73 -0.06 0.365
H 6.954 -0.729 2.086 -0.18 0.05 -0.03 0.405
H 5.352 -2.427 1.394 -0.50 0.41 0.31 0.308
H 2.875 -1.999 1.644 0.08 -0.17 0.18 0.161
H -4.923 -3.692 -0.057 0.35 0.57 0.29 0.361
H -5.125 -1.908 -0.199 -0.08 -0.36 0.18 0.280
H -4.592 -2.598 1.394 -0.38 -0.27 -1.17 0.413
H -3.779 -5.585 -0.963 -0.14 0.11 -0.40 0.543
H -5.322 -6.591 -2.612 -0.01 0.57 -0.14 0.369
H -5.863 -5.426 -4.695 0.31 0.35 0.03 0.384
H -4.513 -3.314 -5.322 -0.25 -0.37 0.27 0.400
H -2.914 -2.406 -3.810 -0.12 -0.46 0.55 0.452
H -1.061 -4.600 -3.306 0.17 -0.05 0.02 0.299
H 0.962 -5.535 -4.414 -0.09 -0.09 0.24 0.415
H 3.178 -5.116 -3.443 0.02 0.03 0.12 0.393
H 3.494 -3.579 -1.580 -0.89 -0.05 0.04 0.389
H 1.553 -2.646 -0.379 -0.52 -0.37 -0.59 -0.076
Te -0.101 -0.187 -2.576 -0.86 -0.12 -0.81 -0.284
C 5.847 -0.307 -2.564 0.70 0.00 -1.89 -1.185
N 4.937 -0.365 -1.484 -1.70 0.09 0.42 -0.025
C 3.567 -0.391 -1.723 -0.59 -0.09 0.37 -0.461
N 3.136 -0.564 -3.010 0.89 0.10 0.37 0.067
O 2.762 -0.292 -0.771 0.76 -0.12 -0.39 0.668
H 6.892 -0.446 -2.272 -0.28 0.11 0.26 0.364
H 5.773 0.634 -3.160 0.15 -0.41 0.39 0.312
H 5.629 -1.136 -3.272 0.23 0.37 0.42 0.324
H 5.167 0.044 -0.587 0.00 -0.18 -0.13 0.218
H 3.797 -0.499 -3.778 -0.55 -0.08 0.30 0.204
H 2.122 -0.625 -3.188 0.89 0.00 0.10 -0.305
```
Positions in Å, forces in eV/Å.

Values from the calculation:
* charge: +1
* multiplicity: 6
* HOMO (spin up / spin down): -8.067 / -9.305 eV
* calculated total energy: -85705.9113 eV
* largest force on an atom: 3.7 eV/A